The following is a quantum chemistry calculation of the molecule C5H11NO, from the Open Molecules 2025 dataset.

Geometry (Å):
C: -1.433 1.237 -2.272
N: -0.205 1.046 -1.346
C: -0.402 0.127 -0.208
O: -1.464 -0.432 -0.031
C: 0.813 -0.260 0.684
C: 0.467 -0.008 2.158
C: 1.163 -1.740 0.440
H: -1.012 1.376 -3.271
H: -2.060 2.158 -2.081
H: -2.078 0.384 -2.140
H: -0.413 2.001 -1.155
H: 1.681 0.347 0.411
H: -0.423 -0.580 2.436
H: 0.259 1.053 2.331
H: 1.293 -0.300 2.819
H: 2.000 -2.062 1.075
H: 0.298 -2.372 0.662
H: 1.453 -1.907 -0.602

Cartesian forces (eV/Å) of the 3 atoms listed first:
0.1 -0.6 -0.1
-1.7 -0.3 -0.2
-0.7 0.2 -0.6

Properties
HOMO-LUMO gap   10.678 eV
Total charge   0
2S+1   1

The following is a quantum chemistry calculation of a structure of composition C28H28N5O7SV, from the Open Molecules 2025 dataset.

Geometry (Å):
V: -10.266 -17.683 -3.496
C: -12.354 -17.578 -3.761
C: -13.174 -17.292 -2.589
C: -13.340 -18.416 -1.700
C: -13.838 -18.170 -0.437
C: -14.348 -16.916 -0.130
C: -14.468 -15.926 -1.087
C: -13.897 -16.116 -2.347
H: -12.425 -16.820 -4.533
H: -12.480 -18.580 -4.140
H: -12.953 -19.402 -1.985
H: -13.854 -18.937 0.381
H: -14.605 -16.624 0.884
H: -14.975 -14.981 -0.836
H: -14.081 -15.404 -3.128
O: -9.881 -20.970 -1.614
C: -9.789 -20.764 -2.848
N: -10.387 -19.766 -3.550
S: -10.222 -19.879 -5.184
O: -11.458 -20.119 -5.888
O: -9.670 -18.535 -5.492
C: -9.074 -21.300 -5.126
C: -8.527 -22.126 -6.048
C: -7.927 -23.352 -5.622
C: -7.742 -23.604 -4.245
C: -8.359 -22.765 -3.274
C: -9.072 -21.655 -3.762
H: -8.513 -21.787 -7.104
H: -7.516 -24.009 -6.360
H: -7.246 -24.528 -3.942
H: -8.366 -22.850 -2.182
C: -5.456 -18.365 -3.474
C: -6.212 -17.370 -4.260
N: -7.537 -17.158 -3.624
C: -7.808 -17.515 -2.363
N: -9.060 -17.326 -1.947
C: -9.259 -17.312 -0.495
C: -8.345 -18.340 0.235
C: -6.932 -18.130 -0.139
N: -6.802 -17.979 -1.574
C: -5.413 -18.008 -2.037
H: -4.456 -18.489 -3.861
H: -5.926 -19.361 -3.568
H: -6.525 -17.629 -5.263
H: -5.781 -16.379 -4.372
H: -8.169 -16.459 -4.048
H: -10.340 -17.455 -0.292
H: -9.006 -16.305 -0.137
H: -8.729 -19.368 0.012
H: -8.533 -18.221 1.275
H: -6.237 -18.915 0.093
H: -6.463 -17.237 0.319
H: -4.931 -18.809 -1.425
H: -4.910 -17.067 -1.688
O: -8.555 -14.542 -4.837
C: -9.534 -14.640 -4.092
O: -10.247 -15.719 -3.840
C: -10.126 -13.446 -3.364
C: -9.713 -12.089 -3.635
C: -10.239 -11.048 -2.913
C: -11.230 -11.376 -1.953
C: -11.549 -12.677 -1.553
C: -10.940 -13.687 -2.257
N: -12.087 -10.485 -1.264
O: -11.949 -9.252 -1.576
O: -12.860 -10.864 -0.373
H: -9.075 -11.899 -4.527
H: -9.901 -10.015 -3.063
H: -12.249 -12.794 -0.727
H: -11.109 -14.739 -1.977

Cartesian forces (eV/Å) of the 3 atoms listed first:
-0.7 1.6 -1.7
0.5 0.4 -0.2
-0.8 -1.9 0.3

Properties
HOMO-LUMO gap (spin up / spin down)   6.904 / 6.779 eV
⟨S²⟩   2.0851
Total charge   0
2S+1   3